# 1
Here is a structure of composition C25H39N4NiSi from the OMol25 dataset. Energies are from ωB97M-V/def2-TZVPD.

Values from the calculation:
HOMO (spin up / spin down) in eV: -10.5 / -11.0
Orbital gap (spin up / spin down) in Ha: 0.311 / 0.327
Net charge: +1

XYZ file:
```
70
Properties=species:S:1:pos:R:3:mulliken_charge:R:1
Ni 0.15 -1.05 0.71 -0.127
C -1.27 -3.30 2.25 -0.833
C -0.77 -2.29 3.33 -0.797
N 0.32 -1.41 2.87 0.107
C 1.66 -1.98 3.15 -0.876
C 2.63 -1.69 2.02 -0.763
N 2.00 -1.96 0.72 0.044
C 1.89 -3.38 0.33 -0.821
C 0.68 -4.09 0.96 -0.843
N -0.50 -3.22 1.01 -0.199
H -2.30 -3.05 2.01 0.434
H -1.27 -4.31 2.66 0.368
H -0.46 -2.83 4.24 0.495
H -1.60 -1.66 3.63 0.500
H 0.25 -0.53 3.36 0.168
H 1.56 -3.06 3.29 0.334
H 2.07 -1.59 4.09 0.462
H 3.55 -2.27 2.16 0.465
H 2.90 -0.63 2.03 0.419
H 2.54 -1.49 0.01 0.193
H 2.80 -3.93 0.59 0.463
H 1.78 -3.40 -0.75 0.390
H 0.91 -4.43 1.97 0.320
H 0.48 -4.99 0.38 0.508
H -1.10 -3.41 0.23 0.404
C 0.03 -1.11 -1.26 -0.667
Si -0.20 0.63 -1.81 -0.823
C -1.50 1.17 -0.56 -1.122
N -1.13 0.62 0.77 1.260
C -2.34 0.40 1.59 -0.927
C -3.10 1.68 1.93 -0.660
C -2.14 2.78 2.44 -0.768
C -0.76 2.20 2.73 -0.737
C -0.18 1.57 1.47 -0.472
C 1.36 1.64 -1.61 0.260
C 1.31 3.04 -1.59 -0.034
C 2.46 3.79 -1.42 -0.806
C 3.69 3.17 -1.27 -0.508
C 3.77 1.78 -1.30 -0.836
C 2.61 1.03 -1.47 -0.040
C -0.89 0.85 -3.54 0.806
C -0.13 1.44 -4.55 -0.234
C -0.63 1.55 -5.85 -0.718
C -1.90 1.06 -6.14 -0.427
C -2.67 0.47 -5.14 -0.738
C -2.16 0.37 -3.86 -0.542
H 0.85 -1.65 -1.73 0.646
H -0.89 -1.67 -1.45 0.515
H -2.46 0.74 -0.87 0.677
H -1.63 2.25 -0.51 0.343
H -2.05 -0.12 2.50 -0.211
H -2.99 -0.28 1.03 0.471
H -3.85 1.44 2.69 0.489
H -3.64 2.03 1.06 0.242
H -2.54 3.26 3.32 0.454
H -2.03 3.56 1.68 0.310
H -0.83 1.47 3.55 0.250
H -0.08 2.98 3.07 0.514
H 0.77 1.07 1.70 -0.164
H 0.08 2.36 0.77 0.429
H 0.36 3.55 -1.72 0.477
H 2.41 4.88 -1.42 0.424
H 4.59 3.75 -1.15 0.406
H 4.73 1.29 -1.21 0.431
H 2.68 -0.05 -1.53 0.492
H 0.85 1.83 -4.34 0.308
H -0.04 2.01 -6.62 0.401
H -2.29 1.15 -7.15 0.387
H -3.65 0.10 -5.37 0.394
H -2.77 -0.10 -3.09 0.231
```

=====

# 2
Here is a structure of composition C25H39N5O3ReSSi from the OMol25 dataset. Energies are from ωB97M-V/def2-TZVPD.

Values from the calculation:
HOMO (spin up / spin down) in eV: -13.7 / -13.7
Relative energy (zero: lowest compared OMol25 entry of this formula, charge and spin) in kcal/mol: 12.8
Orbital gap (spin up / spin down) in Ha: 0.252 / 0.234
2S+1: 2
⟨S²⟩: 0.76
Net charge: +2

XYZ file:
```
75
Properties=species:S:1:pos:R:3:mulliken_charge:R:1
Re -0.96 0.07 -0.67 0.867
C -0.64 -1.71 3.35 -1.788
C -0.79 -0.80 2.18 0.782
N -1.23 -1.18 1.03 0.067
C -1.41 -2.61 0.75 -0.929
C -2.33 -2.74 -0.44 -1.004
N -1.95 -1.72 -1.47 -0.526
C -1.15 -2.30 -2.60 -0.918
C -0.92 -1.14 -3.54 -0.630
N -0.25 -0.09 -2.73 -0.206
C -0.03 1.19 -3.46 -0.789
C -0.85 2.26 -2.77 -0.719
N -0.68 2.01 -1.33 0.568
C -0.22 2.93 -0.54 0.702
C 0.13 4.31 -0.97 -1.994
C -0.07 2.46 0.83 0.736
C 0.42 3.20 1.90 -1.001
C 0.48 2.62 3.15 -1.598
C 0.06 1.31 3.30 -0.485
C -0.38 0.60 2.20 0.279
N -0.44 1.17 0.98 1.636
H -0.08 -2.60 3.07 0.406
H -1.61 -2.02 3.72 0.368
H -0.10 -1.23 4.17 0.519
H -1.84 -3.13 1.61 0.717
H -0.42 -3.02 0.54 0.289
H -3.36 -2.54 -0.14 0.335
H -2.30 -3.73 -0.88 0.462
H -2.82 -1.39 -1.89 0.332
H -1.70 -3.12 -3.07 0.510
H -0.21 -2.67 -2.19 0.462
H -1.87 -0.75 -3.92 0.450
H -0.29 -1.41 -4.38 0.475
H 0.71 -0.46 -2.58 -0.104
H -0.33 1.08 -4.51 0.480
H 1.03 1.42 -3.42 0.249
H -1.91 2.15 -3.01 -0.018
H -0.53 3.25 -3.05 0.774
H -0.71 4.79 -1.47 0.410
H 0.97 4.28 -1.66 0.391
H 0.41 4.94 -0.13 0.558
H 0.74 4.22 1.75 0.487
H 0.85 3.19 4.00 0.507
H 0.09 0.84 4.28 0.529
C -4.13 1.57 -1.82 -1.402
Si -3.34 0.90 -0.25 0.651
C -4.53 -0.40 0.39 -1.445
C -3.36 2.28 1.03 -1.264
H -5.18 1.76 -1.59 0.465
H -4.10 0.88 -2.67 0.390
H -3.71 2.53 -2.14 0.378
H -5.44 0.13 0.70 0.551
H -4.17 -0.95 1.26 0.367
H -4.86 -1.12 -0.37 0.339
H -4.39 2.61 1.16 0.591
H -2.79 3.16 0.73 0.280
H -3.00 1.96 2.01 0.262
C 6.80 -2.56 2.46 -1.432
C 5.64 -2.05 1.64 0.867
C 5.50 -2.39 0.30 -0.868
C 4.44 -1.90 -0.45 -0.360
C 3.53 -1.06 0.15 -0.464
C 3.65 -0.69 1.49 -0.428
C 4.70 -1.19 2.22 -0.833
S 2.21 -0.41 -0.78 2.031
O 2.09 1.02 -0.55 -0.681
O 2.37 -0.79 -2.18 -0.959
O 0.94 -1.08 -0.25 -0.460
H 7.34 -3.34 1.93 0.360
H 6.46 -2.96 3.41 0.370
H 7.50 -1.75 2.67 0.324
H 6.22 -3.05 -0.16 0.360
H 4.34 -2.17 -1.50 0.507
H 2.94 0.00 1.93 0.445
H 4.81 -0.91 3.26 0.419
```

=====

# 3
Here is a cluster of 7 separate species, C25H39O19 in total from the OMol25 dataset. Energies are from ωB97M-V/def2-TZVPD.

Values from the calculation:
HOMO in eV: -4.1
Relative energy (zero: lowest compared OMol25 entry of this formula, charge and spin) in kcal/mol: 18.9
Orbital gap in Ha: 0.216
Net charge: -1

XYZ file:
```
83
Properties=species:S:1:pos:R:3:mulliken_charge:R:1
C 0.98 0.31 0.58 2.167
O 2.13 0.57 1.28 -0.934
H 0.49 -0.66 0.82 -0.778
H 0.22 1.09 0.87 -0.512
H 1.13 0.40 -0.51 -0.850
C 1.64 -1.38 4.82 -2.012
C 0.96 -2.07 3.66 2.217
C 1.85 -2.80 2.66 -0.322
O 1.28 -4.09 2.51 -0.345
C 0.31 -4.30 3.44 0.643
O -0.34 -5.28 3.53 -0.556
O 0.16 -3.16 4.16 -0.423
H 0.87 -0.97 5.47 0.413
H 2.16 -0.51 4.40 0.378
H 2.28 -2.02 5.41 0.437
H 0.23 -1.45 3.13 -0.911
H 2.86 -2.91 3.05 0.267
H 1.86 -2.20 1.75 0.250
C -1.24 -2.69 -0.70 -0.885
C -0.49 -3.88 -1.27 0.504
C -0.64 -5.08 -0.35 -0.114
O -1.08 -6.15 -1.17 -0.376
C -1.33 -5.68 -2.41 0.510
O -1.67 -6.36 -3.32 -0.577
O -1.09 -4.36 -2.48 -0.377
H -2.25 -3.01 -0.41 0.478
H -1.30 -1.85 -1.38 0.019
H -0.65 -2.47 0.20 0.068
H 0.57 -3.67 -1.41 0.256
H -1.34 -4.84 0.45 0.263
H 0.32 -5.33 0.11 0.196
C -3.70 3.21 -0.18 -1.509
C -2.38 2.59 -0.58 0.739
C -2.53 1.06 -0.73 -0.130
O -1.80 0.81 -1.93 -0.215
C -1.49 1.96 -2.58 0.739
O -0.91 2.07 -3.61 -0.565
O -1.98 3.00 -1.88 -0.487
H -3.79 3.06 0.90 0.285
H -4.54 2.77 -0.72 0.412
H -3.76 4.28 -0.41 0.376
H -1.60 2.79 0.16 0.222
H -3.56 0.76 -0.94 0.478
H -2.12 0.55 0.14 -0.254
C -0.74 1.42 5.41 -1.240
C -2.03 0.95 4.75 0.570
C -1.93 1.07 3.22 -0.273
O -2.42 -0.20 2.73 -0.169
C -2.60 -1.02 3.79 0.476
O -3.08 -2.10 3.73 -0.564
O -2.20 -0.45 4.93 -0.347
H -0.63 2.49 5.28 0.409
H 0.04 0.80 4.98 0.079
H -0.75 1.20 6.48 0.358
H -2.85 1.57 5.12 0.275
H -0.94 1.25 2.79 0.259
H -2.66 1.82 2.93 0.138
C 0.28 -1.24 -3.50 -1.100
C 1.36 -0.76 -4.43 0.588
C 2.25 0.36 -3.87 0.082
O 3.53 0.05 -4.37 -0.387
C 3.54 -1.23 -4.82 0.573
O 4.48 -1.74 -5.35 -0.581
O 2.36 -1.80 -4.55 -0.426
H -0.18 -2.22 -3.62 0.451
H -0.52 -0.51 -3.40 0.250
H 0.73 -1.23 -2.49 0.059
H 0.90 -0.57 -5.41 0.225
H 2.12 0.31 -2.79 -0.024
H 1.87 1.30 -4.26 0.196
C 2.15 3.49 -0.79 -1.489
C 1.59 4.07 -2.08 1.223
C 1.57 5.61 -2.08 -0.396
O 2.09 5.94 -3.37 -0.387
C 2.45 4.82 -4.04 0.588
O 2.84 4.79 -5.15 -0.545
O 2.31 3.74 -3.24 -0.230
H 2.19 2.41 -0.87 0.169
H 1.72 3.87 0.14 0.362
H 3.20 3.78 -0.66 0.417
H 0.55 3.78 -2.29 -0.344
H 2.15 6.12 -1.32 0.275
H 0.53 5.95 -2.05 0.291
```

=====

# 4
Here is a structure of composition C25H40AgF3NNbO from the OMol25 dataset. Energies are from ωB97M-V/def2-TZVPD.

Values from the calculation:
HOMO (spin up / spin down) in eV: -10.2 / -10.1
Orbital gap (spin up / spin down) in Ha: 0.141 / 0.135
2S+1: 2
⟨S²⟩: 0.77
Net charge: +1

XYZ file:
```
72
Properties=species:S:1:pos:R:3:mulliken_charge:R:1
O 1.20 1.03 -6.14 -0.490
C 0.37 -0.03 -6.57 0.888
C -1.10 0.38 -6.48 -1.185
Nb -2.23 -0.58 -4.81 -1.295
C -0.65 -0.65 -3.21 -1.077
C -0.75 0.62 -2.39 -0.650
C -1.62 0.46 -1.14 -0.857
C -0.84 -0.08 0.07 -0.931
C -0.47 1.00 1.09 -0.705
C -1.34 1.01 2.35 -0.853
C -0.65 1.61 3.57 -1.124
C -0.15 0.58 4.61 -0.283
C -0.86 0.62 5.97 -0.980
C 0.14 0.58 7.12 -0.506
C 0.80 1.94 7.35 -0.279
C 2.18 1.85 8.01 -1.109
N 3.26 2.03 7.04 0.308
C 3.84 3.20 6.67 -0.294
C 4.77 2.98 5.69 -0.921
C 4.77 1.59 5.44 -0.286
C 3.83 1.05 6.28 -0.618
C -1.98 -2.72 -5.33 0.936
C -0.80 -3.46 -5.20 -0.028
C -0.72 -4.75 -5.65 -0.762
C -1.83 -5.35 -6.22 -0.356
C -3.02 -4.65 -6.34 -0.633
C -3.09 -3.34 -5.89 -0.269
C 0.72 -0.45 -7.98 0.574
F 0.52 0.54 -8.89 -0.245
F 0.00 -1.51 -8.37 -0.225
F 2.03 -0.78 -8.08 -0.262
H 1.82 1.28 -6.84 0.409
H 0.61 -0.90 -5.97 -0.276
H -1.16 1.46 -6.47 0.458
H -1.64 0.06 -7.38 0.468
H -3.79 -0.45 -5.78 0.161
H -3.54 -1.13 -3.64 0.072
H -2.72 1.13 -4.32 0.103
H 0.34 -0.80 -3.64 0.443
H -0.91 -1.53 -2.63 0.556
H 0.27 0.90 -2.11 0.378
H -1.12 1.46 -2.99 0.481
H -2.01 1.44 -0.89 0.470
H -2.48 -0.17 -1.37 0.467
H 0.07 -0.56 -0.28 0.469
H -1.44 -0.84 0.56 0.417
H 0.57 0.88 1.40 0.397
H -0.55 1.98 0.63 0.383
H -2.24 1.60 2.14 0.271
H -1.69 0.00 2.56 0.533
H 0.19 2.22 3.24 0.488
H -1.34 2.29 4.07 0.504
H -0.29 -0.41 4.18 0.546
H 0.93 0.70 4.75 0.070
H -1.42 1.55 6.05 0.401
H -1.55 -0.21 6.06 0.368
H -0.35 0.25 8.04 0.418
H 0.92 -0.16 6.90 0.069
H 0.15 2.57 7.94 0.447
H 0.94 2.41 6.38 0.300
H 2.32 2.59 8.79 0.331
H 2.32 0.87 8.46 0.474
H 3.53 4.13 7.13 0.413
H 5.39 3.71 5.22 0.466
H 5.37 1.06 4.72 0.356
H 3.48 0.02 6.42 1.058
H 0.08 -3.02 -4.74 0.207
H 0.20 -5.31 -5.57 0.392
H -1.78 -6.37 -6.58 0.385
H -3.89 -5.12 -6.77 0.402
H -4.03 -2.82 -5.97 0.359
Ag 4.13 -1.46 5.76 0.400
```

=====

# 5
Here is a structure of composition C25H40BeCl4N3O3Si from the OMol25 dataset. Energies are from ωB97M-V/def2-TZVPD.

Values from the calculation:
HOMO in eV: -5.1
Relative energy (zero: lowest compared OMol25 entry of this formula, charge and spin) in kcal/mol: 0.0
Orbital gap in Ha: 0.270
Net charge: -1

XYZ file:
```
77
Properties=species:S:1:pos:R:3:mulliken_charge:R:1
C 5.06 -2.19 -5.95 -1.289
C 6.14 -3.19 -5.62 0.249
H 5.48 -1.32 -6.45 0.362
H 4.55 -1.85 -5.03 0.198
H 4.30 -2.63 -6.62 0.270
C 7.34 -3.21 -6.21 0.080
C 7.73 -2.36 -7.37 -1.400
H 8.11 -3.89 -5.85 0.286
H 7.40 -1.31 -7.26 0.365
H 7.33 -2.74 -8.32 0.262
H 8.82 -2.36 -7.46 0.364
Be 0.21 -0.66 -1.37 0.749
Cl -1.59 -1.43 -1.79 -0.552
Cl 1.43 -0.62 -2.96 -0.450
C 0.65 -2.79 -0.11 -0.168
O 0.94 -1.57 -0.19 -0.400
N 1.29 -3.68 0.65 0.325
C 2.23 -3.30 1.70 -0.962
C 1.17 -5.10 0.33 -0.836
H -0.19 -3.18 -0.71 0.259
H 2.06 -2.28 2.03 0.273
H 3.27 -3.40 1.35 0.193
H 2.08 -3.99 2.54 0.454
H 0.29 -5.22 -0.29 0.329
H 1.06 -5.68 1.26 0.330
H 2.06 -5.46 -0.22 0.194
H 2.20 2.79 -2.64 0.293
H 3.77 0.95 -2.08 0.221
C 2.41 3.29 -1.68 -0.927
C 4.12 1.58 -1.25 -0.996
N 3.02 2.36 -0.76 0.282
H 1.46 3.64 -1.25 0.320
C 2.67 2.34 0.56 0.539
O 3.40 2.03 1.51 -0.662
H 4.51 0.95 -0.45 0.278
H 1.62 2.62 0.74 -0.061
H 3.07 4.15 -1.88 0.320
H 4.91 2.24 -1.63 0.336
O 5.98 -3.42 -3.27 -0.177
C 5.80 -4.14 -4.48 0.100
C 7.85 -5.50 -3.83 -0.010
C 6.61 -5.43 -4.47 0.285
H 8.22 -4.62 -3.29 0.485
C 8.58 -6.69 -3.88 -0.791
H 4.74 -4.40 -4.60 0.418
C 6.08 -6.56 -5.12 -0.448
H 9.54 -6.74 -3.36 0.385
C 8.10 -7.79 -4.61 -0.401
C 6.85 -7.72 -5.22 -0.627
H 5.09 -6.47 -5.57 0.392
H 8.71 -8.69 -4.69 0.368
H 6.46 -8.57 -5.77 0.377
Si 5.38 -3.42 -1.72 -0.093
Cl 0.11 1.20 -0.59 -0.497
C 6.80 -2.91 -0.62 -1.051
C 4.74 -5.13 -1.30 -1.046
C 4.06 -2.12 -1.69 -0.470
H 7.71 -3.50 -0.80 0.275
H 6.54 -3.03 0.44 0.324
H 7.06 -1.86 -0.78 0.323
H 4.42 -1.20 -2.18 0.001
H 3.74 -1.84 -0.68 0.260
H 3.15 -2.41 -2.24 0.125
H 5.50 -5.90 -1.48 0.351
H 3.86 -5.38 -1.90 0.318
H 4.46 -5.18 -0.23 0.460
Cl -3.16 -1.41 4.66 -0.254
C -2.35 -0.18 3.80 0.220
C -2.40 1.15 4.24 -0.253
C -1.70 2.13 3.52 -0.724
C -0.96 1.72 2.40 -0.001
N -0.93 0.45 2.01 -0.067
C -1.62 -0.49 2.62 -0.396
H -2.98 1.39 5.12 0.401
H -1.71 3.18 3.78 0.353
H -0.40 2.43 1.80 0.202
H -1.62 -1.50 2.21 0.452
```

=====

# 6
Here is a structure of composition C25H40BrCl3N3O3SiSn from the OMol25 dataset. Energies are from ωB97M-V/def2-TZVPD.

Values from the calculation:
HOMO (spin up / spin down) in eV: -0.5 / -0.4
Orbital gap (spin up / spin down) in Ha: 0.105 / 0.104
Net charge: -1

XYZ file:
```
77
Properties=species:S:1:pos:R:3:mulliken_charge:R:1
C -1.56 -1.99 -2.68 -1.376
C -1.10 -2.98 -1.66 0.434
H -1.30 -2.33 -3.68 0.395
H -1.11 -1.00 -2.50 0.068
H -2.66 -1.87 -2.63 0.286
C -0.61 -4.20 -1.95 0.169
C -0.42 -4.75 -3.32 -1.465
H -0.34 -4.89 -1.13 0.330
H -0.61 -4.02 -4.11 0.362
H -1.07 -5.63 -3.52 0.270
H 0.61 -5.10 -3.43 0.285
Sn -0.21 0.47 0.66 -0.002
Cl -2.57 0.75 1.02 -0.548
Cl 0.04 1.60 -1.40 -0.493
H 0.65 4.88 4.13 0.334
H -1.33 5.98 3.19 0.330
C 0.98 4.56 3.13 -1.009
C -1.01 5.69 2.18 -0.944
N -0.19 4.48 2.26 0.310
H 1.50 3.60 3.18 0.204
C -0.44 3.40 1.54 0.696
O 0.31 2.37 1.66 -0.720
H -1.88 5.49 1.54 0.265
H -1.31 3.41 0.87 0.101
H 1.65 5.35 2.75 0.339
H -0.42 6.52 1.76 0.318
H 1.53 -1.42 -2.51 0.167
H 2.46 -3.60 -1.01 0.158
C 2.44 -0.92 -2.13 -0.923
C 3.30 -2.89 -0.89 -0.870
N 2.83 -1.51 -0.85 0.468
H 2.27 0.16 -2.03 0.214
C 2.64 -0.91 0.32 -0.518
O 2.00 0.18 0.49 -0.460
H 3.83 -3.11 0.03 0.315
H 3.08 -1.43 1.20 0.508
H 3.25 -1.12 -2.84 0.422
H 3.96 -3.01 -1.75 0.348
O -0.18 -1.53 -0.03 0.376
C -1.20 -2.48 -0.23 -0.158
C 0.07 -4.02 1.30 0.394
C -1.15 -3.52 0.86 0.013
H 0.99 -3.60 0.88 0.168
C 0.10 -5.02 2.28 -0.749
H -2.18 -1.99 -0.16 0.402
C -2.35 -3.96 1.43 -0.543
H 1.07 -5.42 2.57 0.508
C -1.09 -5.47 2.86 -0.596
C -2.32 -4.95 2.41 -0.665
H -3.26 -3.50 1.07 0.444
H -1.05 -6.22 3.65 0.363
H -3.26 -5.33 2.81 0.365
Si -0.40 4.40 -4.01 0.660
Cl -0.50 2.38 -4.56 -0.276
C 1.45 4.79 -3.90 -1.004
C -1.63 4.44 -2.58 -0.665
C -0.91 5.75 -5.25 -1.058
H 2.03 3.94 -3.53 0.240
H 1.63 5.67 -3.27 0.328
H 1.81 5.04 -4.91 0.285
H -0.23 5.82 -6.11 0.278
H -0.85 6.70 -4.71 0.303
H -1.93 5.65 -5.64 0.307
H -1.53 3.56 -1.91 -0.038
H -2.65 4.42 -3.00 0.301
H -1.56 5.35 -1.96 0.280
Br 2.18 -3.37 4.60 -0.214
C 1.01 -1.88 4.39 -0.452
C 0.27 -1.38 5.46 -0.205
C -0.65 -0.37 5.18 -0.978
C -0.81 0.08 3.87 -0.132
N -0.01 -0.33 2.87 0.266
C 0.88 -1.30 3.12 0.843
H 0.42 -1.79 6.45 0.421
H -1.27 0.09 5.95 0.356
H -1.60 0.77 3.58 0.511
H 1.48 -1.65 2.29 -0.446
```

=====

So what do the calculations give for max |F|? Going down the list: 0.0129; 0.0066; 0.0462; 0.0680; 0.0452; 0.0865 Eh/bohr.
So what do the calculations give for calculated total energy? Going down the list: -2992.65777; -2241.09862; -2405.67437; -1609.47774; -3511.95435; -5825.09054 Ha.